Computed, not measured: a single C6H12O molecule at a distorted geometry, with wB97M-V/def2-TZVPD.

The LUMO energy comes out at 0.0340 Eh. As for the SMILES: CCCCCC=O. Its total energy is -8462.880 eV. As for the HOMO energy: -9.794 eV. The energy above the lowest of the compared OMol25 structures with the same formula, charge and spin is 142.2 kJ/mol. As for the frontier orbital gap: 10.72 eV.

Structure (ORCA input):
```
! RIJCOSX wB97M-V def2-TZVPD def2/J DEFGRID3
* xyz 0 1
C -1.40113 0.22449 0.30488
C -0.47786 -1.07647 0.38700
H -0.92401 2.58132 2.69786
H 0.44571 0.16744 -2.21887
H -1.41935 2.32713 0.48147
H 1.47588 -1.68818 -0.12937
O 1.85832 -1.23520 -2.44804
H 0.11573 1.28947 2.83584
H 1.53030 -0.11742 0.33791
C 1.11261 -0.58712 -1.77239
H -0.95332 -1.90517 -0.11766
C 0.87061 -0.76984 -0.25420
H 0.12533 1.66322 0.29229
H -0.37013 -1.17874 1.46369
C -0.81118 1.49647 0.84491
H -1.49367 0.35466 -0.78086
H -1.57297 0.92717 2.89846
C -0.82804 1.53005 2.36335
H -2.31852 0.00299 0.84736
*
```

Listed below, in e, are the Mulliken charges computed for each atom: -0.812, -0.536, 0.353, 0.296, 0.316, 0.352, -0.466, 0.298, 0.400, 0.117, 0.325, -0.773, 0.309, 0.304, -0.309, 0.317, 0.313, -1.204, 0.401